a) Formula: CEuF3MgNO4S3
Source: the OMol25 dataset
Level of theory: ωB97M-V/def2-TZVPD

**Spin multiplicity**: 8
**Expectation value of S²**: 15.88

```
14
CEuF3MgNO4S3 ωB97M-V/def2-TZVPD
Eu 1.7386 -2.2789 3.5090
S 2.6189 -0.0572 5.2123
S 0.1261 -2.4142 6.5246
S 4.5672 -2.0014 5.1218
Mg 2.6589 -4.1134 6.3907
F -1.4378 -4.2233 5.5786
F -2.4412 -2.3392 5.9357
F -1.9421 -3.6095 7.6236
O 2.1527 -0.3400 3.6911
O 3.3291 -3.1181 4.7188
O 0.1059 -2.2314 5.0034
O 0.1890 -0.9158 6.9361
N 1.0484 -3.3492 7.2104
C -1.5644 -3.1997 6.4270
```

=====

b) Formula: CEuF3MgNO4S3
Source: the OMol25 dataset
Level of theory: ωB97M-V/def2-TZVPD

**Spin multiplicity**: 8
**Expectation value of S²**: 15.78

```
14
CEuF3MgNO4S3 ωB97M-V/def2-TZVPD
Eu 2.1642 -1.7744 0.9569
S -0.7274 0.1041 0.8087
S 2.0151 2.4310 -0.8280
S 3.7116 0.4960 -0.5197
Mg 0.8018 0.0871 -1.9093
F -2.7735 -1.1817 1.8659
F -2.1737 -1.7920 -0.1529
F -3.2908 0.0406 0.1625
O 1.4433 1.9032 -2.2490
O -0.6978 0.2923 -0.7116
O -0.7927 1.5885 1.2107
O 2.4895 -0.6444 -0.8525
N 0.2045 -0.7862 1.5411
C -2.3742 -0.7641 0.6774
```

=====

The relative energies come out as a) 0.0; b) 8.2, with values in kcal/mol.

=====

a) Formula: C2H7BrN2
Source: the OMol25 dataset
Level of theory: ωB97M-V/def2-TZVPD

```
12
C2H7BrN2 ωB97M-V/def2-TZVPD
Br 3.0604 0.1898 0.1417
N 0.1518 -0.4559 -0.4887
N -0.6555 0.4741 -0.2062
C -0.3824 1.7877 -0.7054
C -0.0132 -1.7598 0.0010
H 1.1039 -0.2607 -0.9094
H -1.0510 -2.1579 -0.0130
H 0.7081 -1.8108 0.8844
H -0.3760 2.4442 0.1909
H -1.2793 2.1902 -1.3915
H 0.4128 -2.4249 -0.8198
H 0.5130 1.8593 -1.2935
```

=====

b) Formula: C2H7BrN2
Source: the OMol25 dataset
Level of theory: ωB97M-V/def2-TZVPD

```
12
C2H7BrN2 ωB97M-V/def2-TZVPD
Br -2.6235 0.4602 0.2543
N -0.8516 0.7905 -0.0307
N -0.0636 -0.0805 0.4912
C 1.2930 0.2924 0.2020
C -0.3835 -1.2046 1.0635
H 0.3812 -1.8150 1.3713
H 1.2685 1.3806 0.6805
H -0.3564 0.5291 -2.4029
H 1.9389 -0.3934 0.7635
H -0.6063 1.3338 -2.6723
H -1.4205 -1.6214 1.2034
H 1.4240 0.3283 -0.9239
```

=====

The relative energies come out as a) 0.0; b) 56.0, with values in kcal/mol.

=====

a) Formula: C10H13ClN3
Source: the OMol25 dataset
Level of theory: ωB97M-V/def2-TZVPD

**Total charge**: +1

```
27
C10H13ClN3 ωB97M-V/def2-TZVPD
Cl 4.9047 1.5085 0.1622
N 1.5577 -1.4642 0.0017
N 0.3710 -2.2846 0.0630
N -0.7455 -1.6335 -0.0963
C 3.6245 0.3428 0.1135
C -3.2202 -0.2072 0.1177
C -1.6824 1.5328 1.1377
C 2.8298 -1.9190 0.0283
C -0.8361 -0.4080 -0.0388
C -1.8259 1.3493 -1.3194
C 2.2977 0.8038 0.0200
C 3.8777 -1.0239 -0.0118
C -1.8804 0.6015 -0.0778
C 1.3076 -0.1467 0.0240
H -1.0869 1.2265 1.9379
H -0.7278 1.2409 -1.8125
H -2.6405 1.6178 1.6803
H -3.2908 -0.6230 1.1090
H -2.0617 2.3426 -1.3106
H 4.8443 -1.4823 0.2265
H -1.2970 2.6196 0.8359
H -2.5942 0.9191 -1.9615
H 0.3572 -3.2223 -0.1058
H -3.9985 0.4660 -0.0634
H 3.0546 -2.9670 -0.0117
H 2.2180 1.8420 -0.0473
H -3.3571 -1.0315 -0.6009
```

=====

b) Formula: C10H13ClN3
Source: the OMol25 dataset
Level of theory: ωB97M-V/def2-TZVPD

**Total charge**: +1
**Structure (SMILES)**: CC(C)(C)c1n[nH][n+]2ccc(Cl)cc12

```
27
C10H13ClN3 ωB97M-V/def2-TZVPD
Cl -4.3594 -1.6831 -0.0794
N -1.4682 1.6453 0.0701
N 0.8154 1.7797 -0.0635
N -0.3296 2.4364 -0.0493
C 1.3627 -1.6031 -1.1369
C 0.6914 0.5199 0.0585
C 3.0825 -0.0086 -0.2582
C -2.7116 1.9597 -0.1798
C 1.6898 -0.6206 0.0518
C 1.6525 -1.2566 1.4256
C -3.2565 -0.4222 -0.0054
C -1.0129 0.3901 0.2127
C -1.8540 -0.6654 0.2799
C -3.6495 0.9394 -0.2413
H -3.0638 3.0104 -0.2585
H -0.3237 3.4524 0.1742
H -4.5943 1.2281 -0.4507
H 3.4535 -0.4601 -1.1707
H 0.2300 -1.7399 -1.0605
H 1.4978 -0.6844 2.3033
H -1.5358 -1.6924 0.2856
H 3.7915 -0.1670 0.5526
H 2.0790 -2.5051 -1.0162
H 1.6819 -0.9759 -1.9919
H 0.7446 -2.0944 1.3348
H 2.8263 1.0128 -0.4012
H 2.5604 -1.7953 1.6144
```

=====

The relative energies come out as a) 37.1; b) 0.0, with values in kcal/mol.

=====

a) Formula: C2H10OSi3
Source: the OMol25 dataset
Level of theory: ωB97M-V/def2-TZVPD

```
16
C2H10OSi3 ωB97M-V/def2-TZVPD
Si -1.9476 -1.1727 0.8999
Si 1.0659 -1.5475 -0.6659
Si 2.4254 0.1697 -0.0289
O -3.4154 -0.0415 -1.1643
C -2.4445 0.1422 -0.4445
C -1.5306 1.3162 -0.6028
H 0.5848 -2.2967 -1.7821
H -0.8869 0.8765 -1.4475
H -2.5863 -1.0840 2.2791
H 1.7680 -2.6593 0.0152
H 1.9261 1.2661 -0.9413
H 3.9327 0.0018 -0.1468
H 1.8583 0.4547 1.2608
H -2.4965 -2.4206 0.3416
H -0.8042 1.5836 0.2635
H -1.8865 2.3468 -0.9746
```

=====

b) Formula: C2H10OSi3
Source: the OMol25 dataset
Level of theory: ωB97M-V/def2-TZVPD

```
16
C2H10OSi3 ωB97M-V/def2-TZVPD
Si -2.2281 -0.2398 -1.7102
Si 1.6864 0.9638 -0.8982
Si -1.3053 1.4919 3.9922
O 0.1479 0.6292 -1.0506
C -0.5692 -0.4982 -1.1069
C 0.1382 -1.6508 -0.4951
H -3.5132 -0.7713 -1.3509
H 2.1164 0.6418 -2.3824
H 2.5035 0.1087 -0.0073
H -0.2685 2.2055 4.9101
H -0.7219 1.1860 2.6888
H -0.4646 -2.5152 -0.7135
H -2.5910 0.9671 -2.5495
H 1.0378 -1.8980 -1.0349
H 1.6248 2.1686 -0.1890
H 0.3097 -1.5060 0.5905
```

=====

The relative energies come out as a) 0.0; b) 20.6, with values in kcal/mol.

=====

a) Formula: H3NS2
Source: the OMol25 dataset
Level of theory: ωB97M-V/def2-TZVPD

**Structure (SMILES)**: N=S.S

```
6
H3NS2 ωB97M-V/def2-TZVPD
S 1.8994 -0.6272 -0.0145
S -2.5333 1.4121 0.4693
N -2.2124 -0.0954 0.1819
H -2.9073 -0.6696 -0.2469
H 2.8466 -0.8961 0.8596
H 0.9858 -0.0482 0.8010
```

=====

b) Formula: H3NS2
Source: the OMol25 dataset
Level of theory: ωB97M-V/def2-TZVPD

**Structure (SMILES)**: SNS

```
6
H3NS2 ωB97M-V/def2-TZVPD
S -0.2324 0.5482 -1.5863
S -0.3636 -0.0765 1.4877
N 0.6510 -0.0508 0.1813
H -0.8131 -0.6305 -1.8244
H -0.1525 1.2078 1.8170
H 0.9106 -0.9982 -0.0753
```

=====

The relative energies come out as a) 7.8; b) 0.0, with values in kcal/mol.

=====

a) Formula: C20H25N3O3
Source: the OMol25 dataset
Level of theory: ωB97M-V/def2-TZVPD

**Structure (SMILES)**: CCOc1ccc(C(=O)N2CCN(c3ccccn3)CC2)cc1OCC

```
51
C20H25N3O3 ωB97M-V/def2-TZVPD
O -3.7783 -0.8602 -1.1839
O -5.1517 0.3805 1.0131
O -0.0657 3.5714 -0.9615
N 3.9918 -1.2298 0.7988
N 0.9412 1.5853 -0.6063
N 3.3013 0.9600 0.8251
C -2.1702 2.4050 0.8539
C 1.0424 0.3300 0.1025
C -3.9215 0.7531 0.5633
C 2.0164 0.4772 1.2821
C 4.9071 -2.1567 0.5819
C 3.1709 2.2371 0.1611
C -0.1387 2.4128 -0.5927
C 6.4491 -0.5767 -0.2717
C -5.6215 -0.9500 0.8847
C -2.0120 -2.5169 -1.5625
C -3.0483 -1.5706 -2.1625
C 2.2218 2.1060 -1.0380
C -4.7651 -1.9483 1.6559
C 5.5114 0.4064 -0.0469
C -1.4326 1.8100 -0.1571
C -1.9572 0.7106 -0.8292
C -3.3877 1.8639 1.2119
C 4.2671 0.0437 0.4987
C 6.1528 -1.8982 0.0438
C -3.1981 0.1797 -0.5046
H 5.7475 1.4323 -0.2779
H -2.5849 -0.8829 -2.8798
H 2.6542 1.4168 -1.7727
H 6.8655 -2.6895 -0.1217
H -3.9730 2.2970 2.0074
H 2.1643 -0.4864 1.7673
H -1.3867 0.2967 -1.6457
H -1.7848 3.2757 1.3600
H -2.4995 -3.2261 -0.8976
H 0.0619 0.0294 0.4697
H 4.6089 -3.1618 0.8536
H -3.7670 -2.0032 1.2287
H 1.4292 -0.4365 -0.5796
H -5.2211 -2.9334 1.6098
H -1.2634 -1.9698 -0.9941
H -1.5165 -3.0662 -2.3582
H 1.6142 1.2010 1.9980
H -3.8117 -2.1487 -2.6913
H -6.6268 -0.9079 1.3140
H 2.7475 2.9499 0.8765
H 7.4116 -0.3171 -0.6894
H 2.0456 3.0783 -1.5008
H -5.6959 -1.2414 -0.1663
H -4.6812 -1.6445 2.6970
H 4.1373 2.6129 -0.1666
```

=====

b) Formula: C20H25N3O3
Source: the OMol25 dataset
Level of theory: ωB97M-V/def2-TZVPD

**Structure (SMILES)**: C=C(C)CN(CC)C(=O)CN1C(=O)N[C@]2(CCCc3ccccc32)C1=O

```
51
C20H25N3O3 ωB97M-V/def2-TZVPD
O 0.8885 -0.8758 0.9101
O 0.6372 0.7980 -3.3119
O -1.4565 0.9712 -0.2503
N 0.8947 0.2549 -1.0778
N -0.8869 3.0434 0.4332
N 0.4421 -1.3526 -2.5097
C 0.3900 -2.0097 -1.2206
C 3.6675 -3.8616 -1.5312
C -1.0353 -2.4797 -0.8928
C 3.3922 -5.0533 -0.8813
C 2.1383 -5.2653 -0.3424
C 0.0515 4.1398 0.5336
C 0.7447 -0.8476 -0.2849
C 1.4173 -3.1117 -1.1002
C -1.0173 -3.3132 0.3798
C -0.6196 1.8442 -0.1121
C 0.0265 5.0306 -0.7085
C -2.2358 3.3091 0.9151
C -1.9846 2.0452 3.0948
C -2.5245 4.4688 3.0808
C -2.2702 3.3494 2.4219
C 0.6300 -0.0187 -2.4278
C 1.1372 -4.3047 -0.4393
C 2.6840 -2.8976 -1.6339
C -0.2195 -4.5888 0.1409
C 0.8344 1.5896 -0.5497
H -1.4099 -3.0757 -1.7297
H -2.5506 4.5005 4.1567
H -0.7646 -5.2344 -0.5572
H -2.5881 4.2546 0.4944
H 1.0599 3.7564 0.6958
H 2.8933 -1.9648 -2.1378
H 4.1548 -5.8125 -0.7921
H 0.7493 5.8347 -0.6013
H -0.2284 4.7255 1.4139
H -1.0420 1.6299 2.7413
H -1.9396 2.1602 4.1741
H -1.6736 -1.6015 -0.7753
H -0.1057 -5.1445 1.0737
H -2.7363 5.3960 2.5742
H -2.0372 -3.5583 0.6799
H 1.9229 -6.1933 0.1682
H 1.1392 2.2773 -1.3404
H 0.1519 -1.8012 -3.3614
H -2.7631 1.3246 2.8475
H 4.6454 -3.6825 -1.9521
H -2.8656 2.4940 0.5494
H 0.2694 4.4589 -1.6004
H -0.9590 5.4686 -0.8444
H 1.5072 1.6552 0.3089
H -0.5552 -2.7311 1.1780
```

=====

The relative energies come out as a) 54.1; b) 0.0, with values in kcal/mol.

=====

a) Formula: C5H11IN
Source: the OMol25 dataset
Level of theory: ωB97M-V/def2-TZVPD

**Total charge**: +1
**Structure (SMILES)**: C[NH+](C)/C=C/CI

```
18
C5H11IN ωB97M-V/def2-TZVPD
I 2.8234 2.3124 3.3343
N -0.0624 -0.5846 -0.0914
C -0.6295 -0.7830 -1.4618
C -1.0725 -0.7159 0.8687
C 1.7308 1.0379 0.7583
C 2.5227 2.1373 1.2181
C 0.5501 0.7936 0.0762
H 0.1226 1.4119 -0.6796
H 0.6549 -1.3672 -0.0704
H 3.4942 2.4486 0.9727
H -0.9931 -1.8619 -1.3792
H -1.7777 0.0322 1.0305
H 0.1826 -0.7704 -2.1109
H 1.8006 2.8907 0.9700
H -1.7060 -1.5659 0.6887
H 2.2530 0.1919 1.2228
H -0.8018 -0.8264 1.8908
H -1.4430 -0.1724 -1.5805
```

=====

b) Formula: C5H11IN
Source: the OMol25 dataset
Level of theory: ωB97M-V/def2-TZVPD

**Total charge**: +1
**Structure (SMILES)**: C[C@]1(I)CCC[NH2+]1

```
18
C5H11IN ωB97M-V/def2-TZVPD
I -2.3170 0.7865 -1.4588
N -0.7429 -0.3130 0.8564
C -0.2530 0.9923 1.3563
C 0.8644 0.6218 -0.6929
C -0.4604 -0.1436 -0.5299
C -0.3459 -1.6625 -1.2320
C 1.1595 1.0224 0.7904
H 1.8484 0.2652 1.2292
H -0.1110 -1.0667 1.1497
H -0.7422 1.8994 0.9807
H 1.5584 1.9517 0.9301
H -0.2508 -1.5852 -2.3292
H 1.6308 -0.1496 -1.1294
H 0.5449 -2.3451 -1.1020
H 0.9636 1.5099 -1.4062
H -0.3956 1.1014 2.5368
H -1.1995 -2.2728 -0.9404
H -1.7516 -0.6121 0.9912
```

=====

c) Formula: C5H11IN
Source: the OMol25 dataset
Level of theory: ωB97M-V/def2-TZVPD

**Total charge**: +1

```
18
C5H11IN ωB97M-V/def2-TZVPD
I 1.2699 -2.0829 -0.8277
N 0.0915 0.6218 -1.2376
C -0.5437 0.4510 0.1059
C 0.3191 -0.4059 0.8865
C -0.8863 1.0606 -2.2608
C 1.7375 -0.3989 0.5906
C -0.3077 -1.1283 2.1646
H -0.3916 1.7746 -2.8582
H -0.9767 -1.8857 1.8623
H -1.7954 1.4498 -1.7442
H -1.5725 0.1472 -0.1490
H -1.2093 0.1518 -2.7886
H 0.8876 1.2540 -1.3258
H 2.0693 0.3950 -0.0150
H 2.4753 -0.8210 1.3167
H 0.3876 -1.6424 2.7620
H -0.7191 1.3790 0.8236
H -0.8355 -0.3197 2.6946
```

=====

The relative energies come out as a) 36.1; b) 0.0; c) 25.0, with values in kcal/mol.

=====

a) Formula: C7H24O7
Source: the OMol25 dataset
Level of theory: ωB97M-V/def2-TZVPD

**Structure (SMILES)**: CC/C(C)=C/C=C/O.O.O.O.O.O.O

```
38
C7H24O7 ωB97M-V/def2-TZVPD
O 1.4668 2.3061 2.5911
O 1.2307 1.4595 -0.8442
O -0.1559 0.2655 -2.8358
O 0.5994 -2.4124 -3.3398
O -1.8120 2.8895 -2.5989
O 3.6159 0.3447 -0.9781
O 1.9892 -1.8726 -0.7372
C 1.1573 -1.6961 0.3555
C -0.1676 -1.7432 0.2068
C -2.4396 -0.4572 2.9532
C -1.8215 0.7798 3.6605
C -1.9037 -0.6301 1.5571
C -2.3730 0.3271 0.5246
C -1.0493 -1.6614 1.4009
H -0.8891 1.1455 3.2024
H -1.5801 0.5483 4.6953
H 1.8900 1.4415 2.4643
H 1.6405 -1.8202 1.3186
H 0.3500 1.2103 -0.4821
H -0.7973 -2.2856 2.2467
H 1.0367 2.4385 1.7289
H -1.5464 2.4229 -1.8110
H -0.1094 -0.7045 -3.0379
H -3.4311 0.3437 0.2961
H -1.7327 0.2096 -0.3575
H 1.1194 -2.2495 -4.1093
H -3.5253 -0.3295 3.0652
H 2.5452 -1.0708 -0.9155
H 4.1152 0.4662 -0.1611
H -1.0053 3.3482 -2.8554
H 1.1902 -2.3243 -2.5546
H -0.8156 0.6639 -3.3839
H -2.2604 -1.3078 3.6102
H -0.6675 -1.8340 -0.7466
H -2.1497 1.3737 0.8049
H 3.1745 1.1886 -1.1258
H -2.3945 1.7084 3.5770
H 1.1516 1.1464 -1.7730
```

=====

b) Formula: C7H24O7
Source: the OMol25 dataset
Level of theory: ωB97M-V/def2-TZVPD

**Structure (SMILES)**: CC/C(C)=C/C=C/O.O.O.O.O.O.O

```
38
C7H24O7 ωB97M-V/def2-TZVPD
O -1.9666 1.6235 -1.3558
O 1.9420 1.7691 -3.3520
O 0.2111 -2.6631 -2.4669
O 3.7761 0.6728 0.7300
O -0.9790 4.0190 1.0265
O 0.6390 3.9076 -2.2394
O -1.6735 0.2691 -3.7589
C 0.1667 -2.7888 1.1820
C 0.2820 -2.1218 -1.1842
C -0.6068 -2.1387 2.0466
C -0.0764 -2.9933 -0.2333
C 1.1258 -1.1112 3.6267
C -1.8858 -1.3920 1.7433
C -0.1866 -1.8620 3.4373
H -1.8814 3.9583 0.7828
H -2.4749 0.6262 -4.2044
H 4.3694 1.3629 1.0379
H -0.2052 3.5858 -2.4369
H -0.5123 -2.1713 -2.8910
H 1.0632 -3.3314 1.4996
H -2.7788 1.7762 -0.8850
H -0.7008 3.1043 1.1661
H -0.9972 -1.2895 3.9717
H 3.6010 0.7974 -0.2034
H 1.8379 -1.7899 3.0807
H 0.3293 -1.0067 -1.1209
H 1.5323 2.6382 -3.2199
H -2.2027 1.1514 -2.1728
H 2.4313 1.6385 -4.1568
H -0.3424 -4.0149 -0.4222
H 0.8836 4.5631 -1.6369
H -1.6903 -0.9249 0.7133
H -0.8777 0.7899 -4.1240
H -0.1536 -2.7706 4.0612
H 1.1202 -0.1382 3.1887
H 1.6607 -0.9896 4.5950
H -2.6784 -2.1528 1.7105
H -2.1015 -0.6025 2.4647
```

=====

The relative energies come out as a) 0.0; b) 41.5, with values in kcal/mol.

=====

a) Formula: C9H16N2O2
Source: the OMol25 dataset
Level of theory: ωB97M-V/def2-TZVPD

**Structure (SMILES)**: O=c1cc[nH]c(=O)[nH]1.CC(C)(C)C

```
29
C9H16N2O2 ωB97M-V/def2-TZVPD
O 4.5428 -0.4179 0.7851
O 0.3864 -1.5254 -0.4781
N 3.1563 1.1875 0.1556
N 2.5367 -1.0659 -0.0916
C 0.9891 0.6966 -0.7936
C -3.1005 0.1275 0.1583
C -4.4439 0.7317 -0.2373
C -2.2931 -0.1803 -1.0613
C -3.6357 -1.1866 0.6504
C 1.9412 1.6266 -0.3895
C 3.4811 -0.1816 0.2013
C -2.3448 0.7995 1.2628
C 1.2692 -0.7025 -0.5205
H 3.8575 1.8023 0.3134
H -0.0848 0.9604 -0.9951
H -1.7975 0.7897 -1.2985
H -3.0373 -2.0206 1.1417
H -4.2704 -1.6886 0.0324
H -1.2135 0.5462 1.4495
H -1.5430 -0.9975 -0.9008
H -4.3213 1.7608 -0.6110
H -2.9698 -0.4047 -1.8987
H 1.6757 2.6787 -0.4435
H -2.9791 0.5262 2.1969
H 2.6878 -2.0289 0.2425
H -2.2768 1.9408 1.1198
H -4.2537 -0.8714 1.5667
H -4.8723 0.2806 -1.1566
H -5.0621 1.0348 0.7131
```

=====

b) Formula: C9H16N2O2
Source: the OMol25 dataset
Level of theory: ωB97M-V/def2-TZVPD

**Structure (SMILES)**: O=c1cc[nH]c(=O)[nH]1.CCCCC

```
29
C9H16N2O2 ωB97M-V/def2-TZVPD
O -1.1930 2.1977 -0.8483
O 0.4426 1.1782 -5.0130
N 0.9407 2.7544 -1.3847
N -0.2937 1.6021 -2.9197
C -0.2694 2.1640 -1.6682
C -1.0942 -0.6119 1.3307
C 1.9401 2.9454 -2.3226
C -0.0979 -1.5304 1.8799
C -0.0738 -3.8277 3.1248
C 1.7913 2.5316 -3.5959
C 0.6641 1.6991 -3.9306
C -0.8267 -2.6659 2.5280
C -0.6644 0.6335 0.2660
H 1.0553 -3.9349 2.4679
H 0.6403 -2.0462 1.2334
H 0.1286 1.1128 0.7478
H -2.0351 -0.9436 0.9324
H 0.6642 -1.0471 2.5940
H -1.6672 -3.2038 1.8448
H -0.6728 -4.8071 3.3285
H 0.8249 3.2928 -0.5290
H -1.5940 -2.4785 3.4100
H 0.4297 -3.7125 4.1290
H 2.5537 2.7095 -4.3189
H -0.2423 0.2752 -0.6368
H 2.8313 3.4615 -1.9657
H -1.3034 -0.0953 2.4359
H -1.7475 1.2068 0.0783
H -1.1317 1.1402 -3.1980
```

=====

The relative energies come out as a) 0.0; b) 81.1, with values in kcal/mol.